## A
A single C2H6N2O2S molecule, computed with the ωB97M-V functional and the def2-TZVPD basis.

As for the structure (SMILES): C=CS(=O)(=O)NN. Its charge is 0. As for the lowest unoccupied orbital energy: 0.7 eV. The calculation puts the orbital gap at 10.49 eV.

Structure (XYZ):
```
13
Properties=species:S:1:pos:R:3:nbo_charge:R:1
C 1.63 1.15 -0.39 -0.37
C 0.70 1.60 0.40 -0.37
N -0.60 -2.27 0.02 -0.61
N -0.66 -1.08 0.70 -0.70
O -2.05 1.21 0.64 -0.92
O -0.93 0.31 -1.40 -0.95
S -0.94 0.48 0.00 2.15
H 2.60 1.62 -0.64 0.22
H 1.64 0.06 -0.80 0.22
H 0.43 2.51 0.91 0.24
H 0.36 -2.48 -0.24 0.35
H -1.12 -2.11 -0.82 0.36
H -1.06 -1.00 1.61 0.39
```

***

## B
A single C2H6N2O2S molecule, computed with the ωB97M-V functional and the def2-TZVPD basis.

As for the structure (SMILES): O/N=C(\CS)NO. Its charge is 0. As for the lowest unoccupied orbital energy: 0.8 eV. The calculation puts the orbital gap at 9.35 eV.

Structure (XYZ):
```
13
Properties=species:S:1:pos:R:3:nbo_charge:R:1
C 0.63 -0.25 1.14 -0.57
C 0.26 -0.17 -0.27 0.31
H -1.51 0.67 1.69 0.15
H 0.39 -1.24 1.56 0.26
H 1.72 0.03 1.35 0.24
H 2.06 0.84 -0.82 0.37
H -0.12 0.87 -2.30 0.47
H -2.43 -1.34 -0.34 0.48
N 1.23 0.23 -1.17 -0.29
N -0.93 -0.39 -0.80 -0.26
O 0.81 0.61 -2.41 -0.54
O -1.78 -0.84 0.17 -0.59
S -0.32 0.98 2.20 -0.05
```

***

## C
2 unconnected molecules or ions with the total composition C2H6N2O2S, computed with the ωB97M-V functional and the def2-TZVPD basis.

As for the structure (SMILES): NC(=O)O.NC=S. Its charge is 0. As for the lowest unoccupied orbital energy: 0.4 eV. The calculation puts the orbital gap at 8.97 eV.

Structure (XYZ):
```
13
Properties=species:S:1:pos:R:3:nbo_charge:R:1
C 1.62 -0.08 -0.02 0.88
C -2.33 0.06 -0.36 -0.09
N 0.89 -1.19 0.08 -0.83
N -1.63 0.97 0.34 -0.78
O 2.92 -0.35 -0.09 -0.70
O 1.19 1.07 -0.19 -0.70
S -3.89 -0.37 -0.11 -0.15
H -1.54 -0.38 -1.06 0.16
H -0.10 -0.93 0.05 0.43
H 1.46 -1.95 0.27 0.42
H -2.27 1.45 0.95 0.40
H -0.70 1.15 0.10 0.43
H 3.48 0.41 -0.28 0.51
```

***

Stability, descending: C, A, B

***

## A
A molecular structure, C3H4O3S, computed with the ωB97M-V functional and the def2-TZVPD basis.

Its charge is 0. As for the lowest unoccupied orbital energy (spin up / spin down): -0.7 / -0.6 eV. The calculation puts the orbital gap (spin up / spin down) at 8.34 / 8.71 eV.

Structure (XYZ):
```
11
Properties=species:S:1:pos:R:3:nbo_charge:R:1
C -0.92 0.03 0.21 -0.32
C -1.14 1.30 -0.18 0.58
C 0.23 -0.82 0.28 -0.66
O -3.36 -1.23 -0.86 -0.62
O -2.51 1.41 0.17 -0.64
O -0.52 2.22 -0.88 -0.60
S -2.59 -0.12 0.84 1.04
H 0.68 -1.04 1.26 0.24
H 0.99 -0.09 -0.25 0.24
H 0.13 -1.77 -0.43 0.25
H -1.30 2.69 -1.13 0.50
```

***

## B
A single C3H4O3S molecule, computed with the ωB97M-V functional and the def2-TZVPD basis.

As for the structure (SMILES): O=COCSC=O. Its charge is 0. As for the lowest unoccupied orbital energy: 0.7 eV. The calculation puts the orbital gap at 10.85 eV.

Structure (XYZ):
```
11
Properties=species:S:1:pos:R:3:nbo_charge:R:1
C -1.00 -0.26 -1.72 0.24
C -0.50 0.63 0.76 -0.25
C 1.65 -0.30 0.87 0.64
H -0.82 -0.27 -2.80 0.15
H -1.10 1.30 1.40 0.22
H -0.90 -0.37 0.85 0.25
H 2.67 -0.27 1.22 0.14
O -1.52 -1.19 -1.15 -0.52
O 0.82 0.60 1.43 -0.50
O 1.25 -1.11 0.08 -0.58
S -0.55 1.23 -0.95 0.22
```

***

## C
2 unconnected molecules or ions with the total composition C3H4O3S, computed with the ωB97M-V functional and the def2-TZVPD basis.

Its charge is 0. As for the lowest unoccupied orbital energy: -0.3 eV. The calculation puts the orbital gap at 9.18 eV.

Structure (XYZ):
```
11
Properties=species:S:1:pos:R:3:nbo_charge:R:1
C -0.38 -0.98 -0.12 0.72
C 0.71 -0.40 0.35 -0.51
C 1.97 0.14 -0.38 -0.62
O -3.18 -0.08 1.31 -0.86
O -2.03 1.54 -0.13 -0.87
O -1.42 -1.40 -0.45 -0.51
S -2.93 0.38 0.01 1.68
H 0.53 0.01 1.37 0.28
H 1.97 -0.22 -1.40 0.22
H 2.95 -0.23 -0.04 0.23
H 1.81 1.24 -0.52 0.24
```

***

Stability, descending: B, C, A

***

## A
2 unconnected molecules or ions with the total composition C6H11NOS, computed with the ωB97M-V functional and the def2-TZVPD basis.

Its charge is 0. As for the lowest unoccupied orbital energy (spin up / spin down): -0.6 / -1.8 eV. The calculation puts the orbital gap (spin up / spin down) at 7.70 / 5.07 eV.

Structure (XYZ):
```
20
Properties=species:S:1:pos:R:3:nbo_charge:R:1
C 2.52 -1.78 0.30 -0.16
C 2.23 -0.64 0.06 -0.01
C 1.19 1.46 1.01 -0.70
C 1.42 1.10 -1.45 -0.67
C -3.36 -1.12 0.25 -0.78
C 1.60 0.58 -0.13 0.19
N -0.63 -0.98 -0.06 -0.96
O -1.77 1.08 0.55 -0.99
S -1.88 -0.05 -0.39 1.38
H 2.79 -2.72 0.60 0.22
H 1.82 1.28 1.92 0.23
H 1.22 2.50 0.81 0.23
H 0.19 0.98 1.20 0.32
H 0.31 1.43 -1.48 0.25
H 1.93 2.03 -1.43 0.23
H 1.77 0.45 -2.17 0.23
H -4.13 -0.93 -0.34 0.20
H -3.48 -0.87 1.32 0.24
H -3.08 -2.25 0.30 0.22
H -0.67 -1.56 -0.85 0.32
```

***

## B
A single C6H11NOS molecule, computed with the ωB97M-V functional and the def2-TZVPD basis.

Its charge is 0. As for the lowest unoccupied orbital energy (spin up / spin down): 0.6 / -0.9 eV. The calculation puts the orbital gap (spin up / spin down) at 9.42 / 5.97 eV.

Structure (XYZ):
```
20
Properties=species:S:1:pos:R:3:nbo_charge:R:1
C -0.23 1.24 0.85 0.53
C 0.60 -0.89 -0.17 -0.53
C -0.29 0.38 -0.28 -0.22
C -1.77 -0.09 -0.75 -0.60
C 0.36 1.28 -1.42 -0.58
C 0.65 -0.94 2.58 -0.80
N -1.53 -1.87 1.20 -0.82
O -0.81 2.08 1.38 -0.47
S -0.06 -2.10 1.17 1.04
H 0.35 -1.32 -1.11 0.22
H 1.63 -0.70 -0.07 0.22
H -2.17 -0.71 0.05 0.27
H -1.58 -0.58 -1.64 0.19
H -2.35 0.72 -0.89 0.20
H 1.42 1.42 -1.27 0.22
H -0.19 2.25 -1.45 0.23
H 0.21 0.71 -2.33 0.22
H 1.70 -1.10 2.57 0.21
H 0.29 -1.46 3.49 0.22
H 0.21 0.09 2.57 0.25
```

***

Stability, descending: B, A

***

## A
3 unconnected molecules or ions with the total composition C3H12N2OS, computed with the ωB97M-V functional and the def2-TZVPD basis.

Its charge is 0. As for the lowest unoccupied orbital energy: -4.3 eV. The calculation puts the orbital gap at 4.19 eV.

Structure (XYZ):
```
19
Properties=species:S:1:pos:R:3:nbo_charge:R:1
N -1.38 2.46 0.71 -0.81
C -0.97 0.02 0.33 -0.20
C -0.86 -0.63 -1.05 -0.56
S 0.16 0.36 -2.25 -0.11
C 0.36 0.19 1.02 -0.26
N 1.07 -1.04 1.36 -0.74
H -0.94 3.04 0.01 0.36
H -2.01 2.99 1.17 0.36
H -1.65 -0.56 1.01 0.24
H -0.29 -1.59 -0.96 0.34
H -1.81 -0.84 -1.56 0.24
H 1.16 -0.58 -2.10 0.24
H 0.14 0.74 1.88 0.23
H 0.92 0.91 0.33 0.20
H 1.39 -1.53 0.48 0.44
H 1.86 -0.80 2.00 0.38
H 2.48 -2.28 -1.59 0.45
H -1.34 1.14 0.29 0.29
O 1.73 -1.98 -1.09 -1.09
```

***

## B
2 unconnected molecules or ions with the total composition C3H12N2OS, computed with the ωB97M-V functional and the def2-TZVPD basis.

As for the structure (SMILES): NCNCCS.O. Its charge is 0. As for the lowest unoccupied orbital energy: 0.7 eV. The calculation puts the orbital gap at 9.74 eV.

Structure (XYZ):
```
19
Properties=species:S:1:pos:R:3:nbo_charge:R:1
C -0.60 -1.31 -0.63 -0.24
C 0.74 -2.00 -0.38 -0.51
S 2.21 -0.94 -0.69 -0.07
N -0.73 -0.14 0.23 -0.66
C -1.98 0.65 0.05 -0.05
N -2.02 1.54 -1.07 -0.82
H -0.73 -1.01 -1.66 0.20
H -1.31 -2.11 -0.36 0.18
H 0.90 -2.78 -1.13 0.23
H 0.76 -2.41 0.63 0.20
H 1.65 0.17 -0.20 0.14
H -0.70 -0.43 1.20 0.35
H -2.78 -0.09 -0.07 0.16
H -2.05 1.21 0.98 0.19
H -1.64 1.11 -1.92 0.35
H -1.30 2.25 -0.98 0.35
H 0.17 1.55 2.23 0.48
H 0.32 3.13 1.95 0.48
O 0.38 2.41 2.58 -0.95
```

***

Stability, descending: B, A

***

## A
2 unconnected molecules or ions with the total composition C3H12N2OS, computed with the ωB97M-V functional and the def2-TZVPD basis.

As for the structure (SMILES): NC[C@H](N)CS.O. Its charge is 0. As for the lowest unoccupied orbital energy: 0.6 eV. The calculation puts the orbital gap at 9.80 eV.

Structure (XYZ):
```
19
Properties=species:S:1:pos:R:3:nbo_charge:R:1
N 0.05 -0.31 -0.53 -0.88
C -0.14 0.73 0.51 -0.09
C 0.41 0.24 1.85 -0.49
S 1.96 -0.83 1.78 -0.07
C -1.60 1.16 0.53 -0.22
N -1.89 2.06 -0.65 -0.82
H -0.59 -1.08 -0.63 0.37
H 1.01 -0.58 -0.64 0.38
H 0.49 1.56 0.21 0.18
H -0.31 -0.56 2.18 0.21
H 0.52 1.05 2.59 0.22
H 2.64 0.26 2.17 0.12
H -2.23 0.27 0.58 0.19
H -1.71 1.78 1.42 0.19
H -1.69 1.39 -1.40 0.37
H -1.19 2.79 -0.60 0.35
H -0.27 -2.17 -3.59 0.46
H -1.46 -2.43 -4.37 0.46
O -0.77 -1.76 -4.30 -0.92
```

***

## B
2 unconnected molecules or ions with the total composition C3H12N2OS, computed with the ωB97M-V functional and the def2-TZVPD basis.

As for the structure (SMILES): NCNCCS.O. Its charge is 0. As for the lowest unoccupied orbital energy: 0.4 eV. The calculation puts the orbital gap at 9.00 eV.

Structure (XYZ):
```
19
Properties=species:S:1:pos:R:3:nbo_charge:R:1
C 0.48 -1.14 -0.11 -0.22
C -0.86 -1.98 -0.43 -0.56
S -0.89 -3.52 0.53 -0.05
N 0.26 0.27 -0.42 -0.70
C -0.99 0.94 -0.06 -0.04
N -1.35 0.80 1.37 -0.89
H 1.35 -1.53 -0.75 0.20
H 0.71 -1.46 0.90 0.16
H -1.79 -1.28 -0.03 0.22
H -1.03 -2.08 -1.53 0.23
H -1.27 -4.43 -0.42 0.14
H 1.22 0.64 -0.57 0.39
H -1.81 0.50 -0.79 0.18
H -0.84 1.99 -0.33 0.20
H -1.03 0.03 2.03 0.39
H -1.00 1.66 1.79 0.36
H 3.05 3.46 -1.19 0.47
H 2.48 3.48 0.21 0.46
O 3.31 3.63 -0.23 -0.93
```

***

Stability, descending: A, B

***

## A
2 unconnected molecules or ions with the total composition C4H11S, computed with the ωB97M-V functional and the def2-TZVPD basis.

Its charge is -1. As for the lowest unoccupied orbital energy: 4.0 eV. The calculation puts the orbital gap at 6.20 eV.

Structure (XYZ):
```
16
Properties=species:S:1:pos:R:3:nbo_charge:R:1
C 0.14 -2.72 -0.96 -0.73
S -0.60 -1.39 -2.16 -0.77
H 1.20 -2.69 -1.27 0.19
H -0.44 -3.66 -1.07 0.19
H 0.24 -2.36 0.06 0.16
C -0.83 0.16 0.76 -0.63
C 0.45 0.87 0.52 -0.41
C 0.37 2.37 0.33 -0.60
H -1.40 0.26 -0.27 0.26
H -0.72 -0.90 0.89 0.22
H -1.43 0.62 1.60 0.17
H 1.15 0.66 1.32 0.16
H 0.88 0.53 -0.43 0.24
H 1.44 2.63 0.25 0.20
H -0.35 3.06 1.01 0.17
H -0.11 2.56 -0.59 0.20
```

***

## B
2 unconnected molecules or ions with the total composition C4H11S, computed with the ωB97M-V functional and the def2-TZVPD basis.

Its charge is -1. As for the lowest unoccupied orbital energy: 4.2 eV. The calculation puts the orbital gap at 6.45 eV.

Structure (XYZ):
```
16
Properties=species:S:1:pos:R:3:nbo_charge:R:1
C 2.69 -3.18 -0.06 -0.86
H 1.91 -2.44 -0.34 0.26
H 2.37 -3.77 0.81 0.20
H 3.65 -2.70 0.16 0.20
H 2.72 -3.89 -0.91 0.19
C -1.15 2.09 -1.09 -0.63
C -1.91 1.53 0.13 -0.41
C -0.87 0.89 1.10 -0.52
S 0.11 -0.41 0.31 -0.72
H -0.42 2.84 -0.75 0.19
H -1.82 2.56 -1.84 0.17
H -0.59 1.26 -1.57 0.25
H -2.41 2.36 0.66 0.17
H -2.60 0.72 -0.16 0.19
H -1.45 0.48 1.96 0.17
H -0.23 1.66 1.61 0.16
```

***

Stability, descending: B, A